Entry 1:
Formula: C19H17MnN4PSSe2
Source: OMol25
Level of theory: the ωB97M-V functional and the def2-TZVPD basis

Summary:
ΔE to the lowest compared entry with this formula, charge and spin: 0.0000 eV
<S²>: 6.142
Charge: +1
2S+1: 5
HOMO level (spin up / spin down): -11.119 / -11.226 eV
LUMO energy (spin up / spin down): -4.71 / -4.25 eV

Last column: Mulliken spin population.
Element x y z (Å)
Se (3.678, 0.160, -0.615)  -0.081
Se (1.221, -1.354, 1.330)  0.096
Mn (1.302, 0.493, -0.749)  4.160
S (0.828, -0.814, -2.538)  -0.135
P (3.075, -1.760, 0.312)  -0.007
N (-1.470, -0.751, -3.842)  -0.004
N (-1.364, 0.739, -2.127)  -0.015
N (-0.552, 1.200, -1.152)  -0.073
N (1.149, 2.011, 0.673)  -0.041
C (1.930, -4.009, -0.819)  0.003
C (2.028, 2.375, 1.607)  0.015
C (6.804, -2.671, 1.662)  0.000
C (5.756, -2.261, 0.854)  -0.003
C (2.713, -5.078, -2.826)  -0.001
C (1.767, 3.384, 2.514)  0.009
C (3.688, -4.099, -2.975)  0.001
C (0.548, 4.036, 2.456)  0.007
C (-0.796, -0.209, -2.831)  0.008
C (-0.957, 2.165, -0.414)  0.055
C (3.792, -3.077, -2.043)  -0.001
C (4.215, -2.614, 2.683)  0.005
C (1.836, -5.031, -1.751)  0.002
C (2.916, -3.038, -0.959)  -0.001
C (6.560, -3.057, 2.975)  0.001
C (4.458, -2.236, 1.369)  0.000
C (-0.047, 2.640, 0.620)  0.001
C (-0.377, 3.653, 1.495)  0.001
C (5.271, -3.027, 3.484)  0.002
H (2.960, 1.829, 1.625)  -0.004
H (-1.938, 2.602, -0.566)  0.003
H (-2.406, -0.437, -4.034)  0.001
H (4.365, -4.129, -3.820)  0.000
H (7.812, -2.690, 1.268)  0.000
H (1.073, -5.791, -1.638)  0.000
H (2.513, 3.645, 3.250)  0.000
H (5.952, -1.958, -0.164)  -0.001
H (2.635, -5.874, -3.555)  0.000
H (4.533, -2.302, -2.178)  0.000
H (5.083, -3.326, 4.507)  0.000
H (-1.346, 4.128, 1.418)  0.000
H (7.383, -3.378, 3.602)  0.000
H (3.208, -2.583, 3.078)  -0.005
H (-1.062, -1.476, -4.401)  0.002
H (1.238, -3.960, 0.013)  -0.004
H (0.314, 4.829, 3.153)  0.000

---

Entry 2:
Formula: C23H39N5O3
Source: OMol25
Level of theory: the ωB97M-V functional and the def2-TZVPD basis

Summary:
ΔE to the lowest compared entry with this formula, charge and spin: 2.0532 eV
Charge: 0
2S+1: 1
HOMO level: -8.108 eV
LUMO energy: 0.21 eV

Last column: Mulliken charge in e.
Element x y z (Å)
O (-3.840, 2.513, -0.390)  -0.452
O (2.317, 1.609, -3.612)  -0.425
O (0.622, 0.854, 1.016)  -1.090
N (0.379, -2.643, -4.352)  -0.122
N (3.341, 1.199, 1.003)  0.209
N (-0.182, 2.417, -0.765)  0.587
N (-1.335, 1.149, 2.986)  0.325
N (-1.135, -4.992, 2.914)  -0.193
C (-4.125, 2.214, 0.909)  -0.363
C (0.203, -0.387, 0.595)  0.089
C (-0.996, -2.976, -4.515)  -0.273
C (-0.790, -4.580, 0.760)  0.181
C (-2.454, 0.386, 3.044)  -0.535
C (4.288, 0.902, 0.120)  -0.064
C (3.544, 0.898, -3.669)  -0.403
C (-2.567, 1.896, -0.915)  -0.553
C (-1.510, -2.767, -3.269)  -1.025
C (0.658, -2.120, -3.054)  -0.543
C (4.968, 2.631, 1.368)  -0.446
C (-1.285, -6.010, 0.983)  -0.789
C (5.400, 1.656, 0.224)  -0.557
C (0.314, 2.007, -2.213)  -0.992
C (-0.529, -4.156, 2.064)  -0.124
C (-0.447, -2.260, -2.273)  0.319
C (1.839, 1.834, -2.274)  0.190
C (-1.471, 2.839, -0.596)  -0.305
C (-1.261, 2.109, 4.053)  -0.537
C (-3.292, 0.785, 4.055)  -1.255
C (-1.567, -6.178, 2.291)  -0.385
C (3.706, 2.186, 1.811)  -0.344
C (-2.417, 1.930, 4.709)  -0.479
H (0.300, 2.916, -2.821)  0.262
H (-1.576, -6.638, 0.156)  0.370
H (-1.448, -4.857, 4.016)  0.327
H (1.144, -2.790, -5.187)  0.290
H (-5.190, 2.722, 1.203)  0.247
H (-0.216, -3.105, 2.022)  0.296
H (0.823, -0.555, -0.289)  0.282
H (-0.706, -3.994, -0.113)  0.136
H (-3.245, 2.736, 1.535)  0.099
H (3.939, 0.877, -4.590)  0.336
H (4.237, 1.545, -3.066)  0.265
H (-2.427, -0.321, 2.278)  0.675
H (2.020, 0.771, -1.822)  -0.338
H (3.309, -0.002, -3.163)  0.044
H (0.230, 1.726, -0.014)  0.059
H (-1.472, 3.202, 0.484)  0.349
H (-1.948, -6.925, 3.012)  0.347
H (3.221, 2.446, 2.766)  0.388
H (0.168, -1.310, 1.328)  -0.531
H (4.150, -0.199, -0.495)  0.101
H (-2.522, -3.008, -3.162)  0.441
H (-0.538, 2.786, 4.231)  0.559
H (-1.485, -3.157, -5.509)  0.348
H (5.534, 3.471, 2.043)  0.209
H (-4.050, 1.164, 1.233)  0.208
H (-0.891, 1.071, 2.036)  0.158
H (-2.500, 0.939, -0.380)  0.111
H (-4.115, 0.511, 4.019)  0.873
H (-0.057, 1.178, -2.576)  0.616
H (-1.623, 3.757, -1.341)  0.138
H (6.386, 1.666, -0.304)  0.369
H (2.373, 2.297, -1.420)  0.390
H (-2.715, 1.640, -1.867)  0.518
H (-2.493, 2.571, 5.616)  0.305
H (1.832, -1.770, -2.815)  0.025
H (-0.936, -0.357, 0.561)  0.059
H (-0.634, -1.911, -1.293)  0.483
H (0.358, 3.294, -0.541)  0.458
H (2.386, 0.672, 1.218)  0.084

---

Entry 3:
Formula: C4H10S
Source: OMol25
Level of theory: the ωB97M-V functional and the def2-TZVPD basis

Summary:
ΔE to the lowest compared entry with this formula, charge and spin: 1.3092 eV
Structure (SMILES): C=C.CCS
Charge: 0
2S+1: 1
HOMO level: -9.067 eV
LUMO energy: 0.85 eV

Last column: Mulliken charge in e.
Element x y z (Å)
S (1.583, 1.228, 1.800)  -0.196
C (-1.125, 2.094, 1.503)  -0.949
C (-0.318, -2.818, -2.033)  -0.470
C (0.251, 1.985, 0.809)  -0.486
C (0.773, -2.652, -1.300)  -0.422
H (0.089, 1.422, -0.106)  0.314
H (1.714, 0.264, 0.887)  0.095
H (-1.860, 2.487, 0.795)  0.295
H (-1.140, 2.669, 2.418)  0.333
H (-0.266, -2.669, -3.109)  0.199
H (-1.346, -2.960, -1.723)  0.246
H (0.766, -2.621, -0.218)  0.232
H (0.590, 2.969, 0.465)  0.320
H (-1.432, 1.048, 1.591)  0.272
H (1.721, -2.443, -1.778)  0.218

---

Entry 4:
Formula: CH5N3S
Source: OMol25
Level of theory: the ωB97M-V functional and the def2-TZVPD basis

Summary:
ΔE to the lowest compared entry with this formula, charge and spin: 3.4443 eV
Charge: 0
2S+1: 1
HOMO level: -8.674 eV
LUMO energy: 0.26 eV

Last column: Mulliken charge in e.
Element x y z (Å)
S (-2.794, 0.421, -0.125)  -0.334
N (-0.378, -0.029, 0.790)  -0.197
N (1.041, -0.251, 0.553)  -0.332
N (1.641, 0.515, -0.496)  -0.458
C (-1.321, -0.344, -0.168)  -0.084
H (1.073, -1.252, 0.341)  0.289
H (-0.751, 0.590, 1.882)  0.312
H (-0.971, -1.038, -1.004)  0.263
H (1.360, -0.020, -1.302)  0.250
H (1.099, 1.409, -0.471)  0.292

---

Entry 5:
Formula: C8H13F3NO2
Source: OMol25
Level of theory: the ωB97M-V functional and the def2-TZVPD basis

Summary:
Charge: -1
2S+1: 1
HOMO level (spin up / spin down): -2.730 / -2.728 eV
LUMO energy (spin up / spin down): 3.31 / 3.31 eV

Last column: Mulliken charge in e.
Element x y z (Å)
F (-2.055, -1.785, -2.222)  -0.263
F (-1.751, -3.800, -1.396)  -0.516
F (-3.320, -2.438, -0.664)  -0.308
O (-2.380, 0.710, -1.315)  -0.560
O (1.843, -0.116, -1.516)  -0.575
N (-1.633, 0.610, -0.312)  -0.042
C (-1.521, -2.041, 1.377)  -1.874
C (0.493, -0.333, -1.147)  -0.486
C (-1.200, -1.745, -0.043)  0.545
C (-2.077, -2.291, -0.985)  0.695
C (0.381, 1.221, 0.910)  -1.940
C (-0.197, 0.969, -0.478)  2.012
C (-0.134, 2.317, -1.315)  -1.765
C (0.329, -1.615, -0.406)  -0.955
H (0.816, -1.741, 0.539)  0.552
H (-0.114, -0.430, -2.024)  0.466
H (-2.655, -2.090, 1.412)  0.328
H (-0.410, 3.068, -0.562)  0.425
H (-1.229, -3.026, 1.720)  0.326
H (1.279, 1.931, 0.904)  0.304
H (2.355, -0.354, -0.844)  0.339
H (0.877, 2.463, -1.801)  0.258
H (-0.826, 2.247, -2.103)  0.489
H (0.606, 0.274, 1.446)  0.330
H (-1.215, -1.255, 2.004)  0.429
H (-0.370, 1.688, 1.486)  0.560
H (0.667, -2.375, -1.102)  0.227

---

Entry 6:
Formula: C5H9NO2
Source: OMol25
Level of theory: the ωB97M-V functional and the def2-TZVPD basis

Summary:
ΔE to the lowest compared entry with this formula, charge and spin: 2.1272 eV
Structure (SMILES): C=C(C)O.CN=C=O
Charge: 0
2S+1: 1
HOMO level: -9.104 eV
LUMO energy: 0.58 eV

Last column: Mulliken charge in e.
Element x y z (Å)
O (1.127, 1.456, 0.244)  -0.548
O (-2.135, 0.352, 1.327)  -0.503
N (-2.618, -0.023, -0.919)  -0.150
C (2.329, -0.584, -0.177)  -1.001
C (-2.288, 0.167, 0.176)  0.506
C (-2.245, 0.042, -2.257)  -0.620
C (1.661, 0.191, 0.639)  0.699
C (1.271, -0.271, 2.023)  -1.158
H (0.456, 0.298, 2.454)  0.340
H (2.831, -1.465, 0.170)  0.282
H (-2.580, 0.934, -2.735)  0.262
H (0.228, 1.591, 0.641)  0.329
H (0.975, -1.323, 2.043)  0.287
H (-1.173, -0.115, -2.276)  0.293
H (-2.718, -0.860, -2.804)  0.227
H (2.717, -0.276, -1.071)  0.367
H (2.162, -0.114, 2.521)  0.387

---

Entry 7:
Formula: C11H19NSi
Source: OMol25
Level of theory: the ωB97M-V functional and the def2-TZVPD basis

Summary:
ΔE to the lowest compared entry with this formula, charge and spin: 5.2059 eV
Charge: 0
2S+1: 1
HOMO level (spin up / spin down): -8.994 / -5.535 eV
LUMO energy (spin up / spin down): 0.49 / -0.30 eV

Last column: Mulliken charge in e.
Element x y z (Å)
Si (0.014, -0.130, 0.121)  -0.275
N (-2.198, 1.927, -1.543)  -0.299
C (1.828, 0.159, 0.072)  0.981
C (2.489, 0.546, 1.226)  -0.347
C (-1.050, -2.808, -0.056)  -1.290
C (3.889, 0.681, 1.163)  -0.314
C (-0.743, -1.585, -0.897)  -0.218
C (-3.580, 1.807, -2.000)  -0.880
C (2.528, 0.002, -1.139)  -0.706
C (-0.775, 0.304, 1.886)  -0.651
C (3.919, 0.055, -1.075)  -0.376
C (4.640, 0.370, 0.040)  -0.753
C (-2.278, 0.029, 1.931)  -0.975
H (5.642, 0.456, -0.076)  0.504
H (-1.639, -1.231, -1.425)  0.305
H (-3.889, 0.832, -1.749)  0.290
H (-2.835, 0.480, 1.094)  0.172
H (-2.451, -1.071, 1.839)  0.242
H (-0.292, -0.302, 2.605)  0.473
H (-1.933, -3.213, -0.371)  0.363
H (0.056, -1.782, -1.692)  0.293
H (-2.522, 0.286, 3.012)  0.337
H (4.503, 0.811, 2.103)  0.224
H (-4.234, 2.605, -1.635)  0.326
H (-1.078, -2.603, 1.097)  0.206
H (-0.232, -3.435, -0.149)  0.406
H (-0.452, 1.318, 2.114)  0.467
H (1.949, 0.900, 2.118)  0.234
H (-2.056, 2.977, -1.629)  0.211
H (-3.592, 1.888, -3.053)  0.384
H (1.889, -0.276, -1.990)  0.289
H (4.481, 0.004, -1.940)  0.377

---

Strongest force on any atom list, top to bottom, in eV/Å: 0.778, 17.410, 1.632, 5.757, 5.960, 3.205, 3.956